Entry 1:
Density functional theory data (ωB97M-V with the def2-TZVPD basis set) for the molecule C3H8N2O in a non-equilibrium geometry.

Cartesian coordinates (Å):
C: 1.349 -0.348 -1.525
C: 0.159 0.220 -0.717
N: -0.604 -0.637 0.037
C: -1.380 -0.099 1.120
N: -0.667 0.753 1.965
O: -2.551 -0.440 1.372
H: 2.047 0.484 -1.776
H: 0.913 -0.902 -2.311
H: 2.192 -0.962 -1.017
H: 0.692 1.031 -0.042
H: -0.481 0.837 -1.413
H: -1.041 -1.406 -0.492
H: -0.953 0.569 2.926
H: 0.326 0.900 1.874

Forces on atoms 1 to 6 (eV/Å):
C 1.827 0.221 1.753
C 3.290 4.096 -0.437
N -2.199 -1.575 1.964
C -0.902 -1.566 -0.093
N -0.787 -0.319 0.437
O 2.749 0.589 -0.648

Computed properties:
* maximum force: 0.103 Eh/bohr
* structure (SMILES): CCNC(N)=O
* gap between HOMO and LUMO: 0.3785 Ha

The computed Mulliken charges, all in e, follow: atom 1 (C): -1.137, atom 2 (C): -0.177, atom 3 (N): -0.186, atom 4 (C): 0.463, atom 5 (N): -0.423, atom 6 (O): -0.611, atom 7 (H): 0.332, atom 8 (H): 0.315, atom 9 (H): 0.290, atom 10 (H): 0.180, atom 11 (H): 0.240, atom 12 (H): 0.252, atom 13 (H): 0.252, atom 14 (H): 0.211


Entry 2:
Density functional theory data (ωB97M-V with the def2-TZVPD basis set) for the molecule C2N2O in a non-equilibrium geometry.

Cartesian coordinates (Å):
N: 1.795 -0.102 -0.665
C: 1.341 -0.439 0.378
N: 0.119 0.345 0.260
C: -1.051 0.088 0.047
O: -2.203 0.108 -0.020

Cartesian forces, eV/Å:
N 2.230 -1.280 0.027
C -1.330 1.517 -1.904
N -1.247 -0.437 1.400
C 1.077 0.604 0.992
O -0.729 -0.404 -0.516

Computed properties:
* maximum force: 0.054 Eh/bohr
* structure (SMILES): N#CN=C=O
* gap between HOMO and LUMO (alpha / beta): 0.3309 / 0.3309 Ha

The computed Mulliken charges, all in e, follow: atom 1 (N): -0.133, atom 2 (C): 0.159, atom 3 (N): -0.247, atom 4 (C): 0.577, atom 5 (O): -0.356


Entry 3:
Density functional theory data (ωB97M-V with the def2-TZVPD basis set) for the molecule C5H7NO.

Cartesian coordinates (Å):
H: 0.833 -0.746 1.618
N: 1.611 -0.084 1.619
C: 2.127 0.005 0.474
O: 1.801 -0.665 -0.675
C: 0.477 -0.918 -0.979
C: -0.543 -0.230 -0.508
C: -0.976 0.882 0.339
C: -1.969 0.114 -0.523
H: 2.976 0.661 0.289
H: 0.406 -1.718 -1.709
H: -0.690 1.891 0.051
H: -1.009 0.729 1.418
H: -2.676 -0.534 -0.010
H: -2.368 0.612 -1.404

Forces on atoms 1 to 6 (eV/Å):
H 0.043 0.050 0.018
N 0.143 -0.103 -0.434
C 0.048 0.069 0.387
O 0.010 0.119 0.020
C -0.348 0.031 0.023
C 0.220 -0.066 -0.030

Computed properties:
* maximum force: 0.009 Eh/bohr
* structure (SMILES): [H]/N=C\OC=C1CC1
* gap between HOMO and LUMO: 0.3734 Ha

The computed Mulliken charges, all in e, follow: atom 1 (H): 0.300, atom 2 (N): -0.590, atom 3 (C): 0.120, atom 4 (O): -0.368, atom 5 (C): -0.236, atom 6 (C): 0.185, atom 7 (C): -0.553, atom 8 (C): -0.469, atom 9 (H): 0.375, atom 10 (H): 0.358, atom 11 (H): 0.201, atom 12 (H): 0.242, atom 13 (H): 0.215, atom 14 (H): 0.220


Entry 4:
Density functional theory data (ωB97M-V with the def2-TZVPD basis set) for a cluster of 2 separate species, C5H10O in total.

Cartesian coordinates (Å):
C: 1.496 0.565 -0.527
C: 0.349 -0.375 -0.261
O: 0.771 -1.465 0.494
C: -0.681 -0.570 -1.302
C: -1.095 0.202 -0.059
C: -0.117 0.863 1.956
H: 1.129 1.529 -0.890
H: 2.158 0.128 -1.283
H: 2.047 0.741 0.398
H: 0.176 -2.209 0.341
H: -0.587 -0.012 -2.228
H: -1.117 -1.560 -1.412
H: -1.817 -0.313 0.569
H: -1.282 1.263 -0.197
H: -0.331 -0.158 2.337
H: -1.100 1.372 2.066

Forces on atoms 1 to 6 (eV/Å):
C -0.034 0.027 -0.021
C 0.121 0.176 -0.198
O -0.188 -0.203 -0.030
C 0.070 -0.105 -0.170
C -0.240 0.174 0.214
C -0.302 -0.056 0.059

Computed properties:
* maximum force: 0.007 Eh/bohr
* gap between HOMO and LUMO: 0.3242 Ha

The computed Mulliken charges, all in e, follow: atom 1 (C): -1.396, atom 2 (C): 1.015, atom 3 (O): -0.538, atom 4 (C): -0.696, atom 5 (C): -0.880, atom 6 (C): -0.449, atom 7 (H): 0.289, atom 8 (H): 0.375, atom 9 (H): 0.406, atom 10 (H): 0.353, atom 11 (H): 0.250, atom 12 (H): 0.261, atom 13 (H): 0.366, atom 14 (H): 0.294, atom 15 (H): 0.178, atom 16 (H): 0.170


Please write out number 3 again, unchanged.
Density functional theory data (ωB97M-V with the def2-TZVPD basis set) for the molecule C5H7NO.

Cartesian coordinates (Å):
H: 0.833 -0.746 1.618
N: 1.611 -0.084 1.619
C: 2.127 0.005 0.474
O: 1.801 -0.665 -0.675
C: 0.477 -0.918 -0.979
C: -0.543 -0.230 -0.508
C: -0.976 0.882 0.339
C: -1.969 0.114 -0.523
H: 2.976 0.661 0.289
H: 0.406 -1.718 -1.709
H: -0.690 1.891 0.051
H: -1.009 0.729 1.418
H: -2.676 -0.534 -0.010
H: -2.368 0.612 -1.404

Forces on atoms 1 to 6 (eV/Å):
H 0.043 0.050 0.018
N 0.143 -0.103 -0.434
C 0.048 0.069 0.387
O 0.010 0.119 0.020
C -0.348 0.031 0.023
C 0.220 -0.066 -0.030

Computed properties:
* maximum force: 0.009 Eh/bohr
* structure (SMILES): [H]/N=C\OC=C1CC1
* gap between HOMO and LUMO: 0.3734 Ha

The computed Mulliken charges, all in e, follow: atom 1 (H): 0.300, atom 2 (N): -0.590, atom 3 (C): 0.120, atom 4 (O): -0.368, atom 5 (C): -0.236, atom 6 (C): 0.185, atom 7 (C): -0.553, atom 8 (C): -0.469, atom 9 (H): 0.375, atom 10 (H): 0.358, atom 11 (H): 0.201, atom 12 (H): 0.242, atom 13 (H): 0.215, atom 14 (H): 0.220